(w)
The following is a quantum chemistry calculation of 2 unconnected molecules or ions with the total composition C5H8N4O3, from the Open Molecules 2025 dataset.

gap between HOMO and LUMO: 10.321 eV
net charge: 0

Last columns: bonded neighbours and bond lengths (Å).
CARTESIAN COORDINATES (ANGSTROEM)
1 C 3.695 0.648 -0.750  C2 1.509, H7 1.095, H8 1.089, H9 1.100
2 C 3.435 -0.709 -0.144  C1 1.509, O3 1.214, C4 1.491
3 O 4.235 -1.622 -0.182  C2 1.214
4 C 2.127 -0.930 0.537  C2 1.491, N5 1.271, H10 1.084
5 N 1.277 0.014 0.591  C4 1.271, O6 1.367
6 O 0.095 -0.250 1.224  N5 1.367, H11 0.982
7 H 2.933 0.876 -1.503  C1 1.095
8 H 4.684 0.652 -1.205  C1 1.089
9 H 3.634 1.424 0.027  C1 1.100
10 H 1.937 -1.902 0.980  C4 1.084
11 H 0.132 -1.176 1.549  O6 0.982
12 C -2.713 1.577 -0.039  C13 1.492, H18 1.094, H19 1.087, H20 1.094
13 C -3.157 0.156 -0.147  C12 1.492, N14 1.365, N17 1.303
14 N -4.389 -0.285 0.242  C13 1.365, N15 1.258
15 N -4.433 -1.522 0.014  N14 1.258, O16 1.362
16 O -3.240 -1.905 -0.520  N15 1.362, N17 1.353
17 N -2.434 -0.822 -0.615  C13 1.303, O16 1.353
18 H -2.462 1.971 -1.029  C12 1.094
19 H -1.826 1.636 0.588  C12 1.087
20 H -3.530 2.170 0.382  C12 1.094

Electronic structure analysis, Löwdin charges in units of e: number 1, C, carries -0.023; number 2, C, carries -0.432; number 3, O, carries 0.081; number 4, C, carries -0.081; number 5, N, carries 0.016; number 6, O, carries -0.046; number 7, H, carries 0.087; number 8, H, carries 0.083; number 9, H, carries 0.090; number 10, H, carries 0.127; number 11, H, carries 0.101; number 12, C, carries -0.013; number 13, C, carries -0.410; number 14, N, carries 0.082; number 15, N, carries 0.042; number 16, O, carries -0.067; number 17, N, carries 0.123; number 18, H, carries 0.087; number 19, H, carries 0.069; number 20, H, carries 0.083



(x)
The following is a quantum chemistry calculation of 2 unconnected molecules or ions with the total composition C5H8N4O3, from the Open Molecules 2025 dataset.

gap between HOMO and LUMO: 9.446 eV
net charge: 0

Last columns: bonded neighbours and bond lengths (Å).
CARTESIAN COORDINATES (ANGSTROEM)
1 N 2.819 -0.012 -0.721  N2 1.382, H7 1.021, H8 1.001
2 N 2.236 1.156 -1.174  N1 1.382, C3 1.256
3 C 0.990 1.151 -1.335  N2 1.256, O4 1.382, H9 1.091
4 O 0.405 2.345 -1.712  C3 1.382, C5 1.359
5 C -0.934 2.327 -1.951  O4 1.359, O6 1.164, H10 1.104
6 O -1.628 1.396 -1.876  C5 1.164
7 H 2.335 -0.858 -1.027  N1 1.021
8 H 3.776 -0.025 -1.012  N1 1.001
9 H 0.301 0.317 -1.199  C3 1.091
10 H -1.225 3.351 -2.242  C5 1.104
11 N -0.456 -2.254 2.514  C12 1.403, H17 1.016, H18 1.018
12 C -0.798 -1.263 1.582  N11 1.403, C13 1.432, C16 1.358
13 C -1.269 -1.470 0.246  C12 1.432, N14 1.286, H19 1.081
14 N -1.432 -0.361 -0.385  C13 1.286, O15 1.376
15 O -1.071 0.649 0.477  N14 1.376, C16 1.359
16 C -0.696 0.089 1.657  C12 1.358, O15 1.359, H20 1.073
17 H -1.127 -3.017 2.517  N11 1.016
18 H -0.352 -1.883 3.457  N11 1.018
19 H -1.484 -2.413 -0.238  C13 1.081
20 H -0.390 0.776 2.422  C16 1.073

Electronic structure analysis, Löwdin charges in units of e: number 1, N, carries -0.009; number 2, N, carries -0.006; number 3, C, carries -0.207; number 4, O, carries 0.029; number 5, C, carries -0.337; number 6, O, carries 0.082; number 7, H, carries 0.083; number 8, H, carries 0.065; number 9, H, carries 0.107; number 10, H, carries 0.149; number 11, N, carries 0.080; number 12, C, carries -0.302; number 13, C, carries -0.073; number 14, N, carries 0.020; number 15, O, carries -0.077; number 16, C, carries -0.043; number 17, H, carries 0.089; number 18, H, carries 0.092; number 19, H, carries 0.126; number 20, H, carries 0.129



Tell me which of them is the least stable. Sure, it is (w).



(w)
The following is a quantum chemistry calculation of 2 unconnected molecules or ions with the total composition H2N2OS, from the Open Molecules 2025 dataset.

gap between HOMO and LUMO: 10.398 eV
net charge: 0

Last columns: bonded neighbours and bond lengths (Å).
CARTESIAN COORDINATES (ANGSTROEM)
1 N 1.706 2.199 1.238  N2 1.143
2 N 1.511 1.530 2.144  N1 1.143, S3 1.482
3 S 1.118 0.693 3.302  N2 1.482
4 O 0.100 -0.173 0.082  H5 1.011, H6 0.997
5 H 0.627 -0.984 0.376  O4 1.011
6 H 0.665 0.634 -0.073  O4 0.997

Electronic structure analysis, Löwdin charges in units of e: number 1, N, carries 0.165; number 2, N, carries -0.841; number 3, S, carries 0.731; number 4, O, carries -0.138; number 5, H, carries 0.068; number 6, H, carries 0.015



(x)
The following is a quantum chemistry calculation of 2 unconnected molecules or ions with the total composition H2N2OS, from the Open Molecules 2025 dataset.

gap between HOMO and LUMO: 10.582 eV
net charge: 0

Last columns: bonded neighbours and bond lengths (Å).
CARTESIAN COORDINATES (ANGSTROEM)
1 N -1.965 0.531 2.464  N2 1.126
2 N -1.542 0.519 1.420  N1 1.126, S3 1.505
3 S -0.974 0.468 0.027  N2 1.505
4 O 1.414 -0.868 -1.241  H5 0.956, H6 0.959
5 H 2.286 -0.499 -1.372  O4 0.956
6 H 0.781 -0.150 -1.299  O4 0.959

Electronic structure analysis, Löwdin charges in units of e: number 1, N, carries 0.175; number 2, N, carries -0.783; number 3, S, carries 0.778; number 4, O, carries -0.103; number 5, H, carries 0.032; number 6, H, carries -0.099



Tell me which of them is the least stable. Sure, it is (w).